DFT (ωB97M-V with the def2-TZVPD basis set) results for a cluster of 3 separate species, C35H58F3N3O11S2 in total in a non-equilibrium geometry.

```
112
Properties=species:S:1:pos:R:3:forces:R:3
C 2.318655 -2.179798 4.371819 -0.3715 0.2521 -0.1701
C 2.007407 -0.990312 3.453514 0.3270 -0.5595 0.3663
N 1.115845 -1.368020 2.351000 -0.6156 0.0703 0.2219
C 0.009258 -0.490013 2.062996 -0.0590 0.7046 -0.5294
C -0.994592 -0.140274 2.974736 0.1686 0.0102 -0.1449
C -0.927499 -0.635087 4.398116 -0.0441 0.2744 0.2084
C -0.471739 0.433679 5.451700 -0.4167 -0.2673 -0.3348
C -0.104617 1.805602 4.911214 0.0305 0.7710 0.3000
C 0.352983 2.776686 6.033182 0.5458 -1.0414 -0.4057
C 1.846082 3.114588 5.960461 -0.2668 0.7834 0.4833
C 2.172152 4.204186 4.929413 -0.4843 -0.2845 -0.4160
C 2.430381 3.747464 3.482964 0.4959 0.1410 -0.0282
C 3.271197 2.483184 3.329534 0.0235 0.5439 -0.0561
C 4.724371 2.626324 3.818503 -0.1998 -0.8228 -0.0314
C 5.708836 2.086922 2.776643 -0.3032 -0.2615 0.6666
C 5.603867 0.555042 2.624230 0.6812 0.2058 -0.3774
C 5.110613 0.095565 1.270469 -0.3386 -0.6405 0.3916
O 5.982368 0.523616 0.256484 -0.0461 0.1927 0.0106
C 5.469162 0.210906 -1.011901 -0.1498 0.0124 -0.3490
C -2.083076 0.679971 2.584296 -0.1565 0.4209 -0.0996
C -3.204280 1.027507 3.536875 0.2570 -0.4481 -0.5246
S -4.706072 0.028273 3.247332 -0.2336 0.1356 0.1362
C -4.155903 -1.678069 3.013434 0.2012 -0.0991 -0.2879
C -3.562980 -2.006754 1.635870 -0.0485 -0.3593 0.2256
C -2.100851 1.190638 1.287233 0.8598 -1.1220 1.0640
C -1.080653 0.862825 0.390927 -0.5394 0.1053 -0.2232
C -0.023814 0.014926 0.725783 0.2742 -0.1979 0.1679
N 0.999498 -0.321388 -0.143762 -0.6796 -0.1023 -0.0907
C 0.657665 -0.963250 -1.432958 1.1859 0.2923 -0.2515
C 1.577565 -0.434263 -2.529024 -0.3078 0.6370 0.1632
C -1.371673 1.547023 -0.879563 -0.1075 -0.3322 0.2588
O -0.783416 1.566469 -1.911459 0.5835 0.0934 -0.5208
N -2.625312 2.249460 -0.697867 0.1228 0.7893 0.1334
S -2.806251 3.716327 -1.459946 -1.6570 0.7081 -1.4397
O -2.605619 3.597717 -2.860956 0.9295 -0.4646 0.1948
O -4.022632 4.339800 -1.069776 0.1917 -0.2807 0.9396
C -1.437048 4.781124 -0.739271 -0.1978 -0.3437 0.2077
F -1.966537 5.892189 -0.268575 -0.0326 0.2273 -0.0985
F -0.849684 4.144011 0.282153 0.1926 -0.1133 -0.0392
F -0.553338 5.055329 -1.672249 0.2485 0.0524 -0.0317
C -3.095257 2.084887 0.664284 1.0782 -0.7388 -0.4395
O -4.074432 2.557239 1.112242 -1.0548 0.6551 0.5010
H 3.113536 -2.807080 3.979525 0.1344 -0.0204 0.0533
H 2.565594 -1.801600 5.360877 0.3284 -0.1306 0.0598
H 1.435988 -2.807597 4.497707 -0.0772 -0.0748 0.0270
H 1.591340 -0.200320 4.071055 -0.1797 0.1792 -0.1387
H 2.959022 -0.632597 3.063741 -0.0631 0.2341 -0.1823
H 0.723792 -2.285019 2.527323 0.1669 -0.1136 0.0325
H -0.281232 -1.501049 4.476198 0.0867 -0.0913 -0.1433
H -1.913718 -0.983247 4.688354 -0.1125 -0.0534 0.0165
H -1.309804 0.591044 6.131701 0.0174 -0.0200 0.1855
H 0.321339 -0.005055 6.058043 0.2109 0.1560 -0.0052
H -0.981077 2.250038 4.441942 -0.0861 -0.1242 -0.1874
H 0.665708 1.791312 4.142081 -0.0119 -0.2828 -0.1178
H 0.201362 2.263941 6.983702 -0.3245 0.2228 0.1807
H -0.234587 3.689333 5.993091 -0.0567 0.1029 0.2300
H 2.104744 3.528451 6.937676 0.1448 -0.0357 0.0679
H 2.441985 2.207622 5.859340 0.0710 -0.0572 -0.1577
H 2.978768 4.851580 5.265939 0.2569 -0.1950 0.1018
H 1.291199 4.848466 4.888848 0.0464 0.2291 0.0841
H 1.506931 3.642011 2.912516 -0.1870 -0.0968 0.1334
H 2.984416 4.548812 2.987202 -0.0942 0.1158 -0.1040
H 2.764738 1.665646 3.834608 0.0781 -0.2042 -0.0509
H 3.303586 2.244463 2.265847 -0.1497 -0.1239 -0.0799
H 4.849756 1.988205 4.697758 0.0632 0.2091 0.2521
H 4.974865 3.638816 4.130855 -0.0922 0.1717 -0.1620
H 5.518608 2.544449 1.807294 0.2676 0.2132 -0.0475
H 6.711164 2.314045 3.132232 0.1656 0.2280 -0.3338
H 5.011005 0.089011 3.411094 -0.1918 0.1000 0.0425
H 6.606927 0.138808 2.732065 0.0451 -0.1048 0.0507
H 5.069083 -1.004664 1.274274 0.0010 -0.0719 -0.0733
H 4.076557 0.420723 1.089916 0.0280 0.2834 -0.1636
H 5.312591 -0.865991 -1.136240 0.0082 -0.0948 0.0822
H 4.514972 0.715516 -1.198630 -0.0778 0.0170 0.0942
H 6.167169 0.539816 -1.775576 0.1982 0.0611 0.0760
H -3.524396 2.039987 3.315978 -0.1915 0.1043 0.1408
H -2.894550 0.974656 4.571607 0.0130 -0.0687 0.1545
H -3.492547 -2.001344 3.810425 0.0767 0.0513 0.1152
H -5.060453 -2.267425 3.144863 -0.2275 0.1682 0.0838
H -3.891996 -3.000182 1.331183 -0.0268 -0.0670 -0.0506
H -3.898981 -1.304452 0.879278 0.0349 0.1120 -0.0601
H -2.476846 -2.042852 1.663730 0.0977 0.2359 -0.1212
H 1.667533 -0.893867 0.354505 0.0169 0.0125 0.1656
H -0.368961 -0.774004 -1.713166 -0.2004 -0.1302 0.2004
H 0.862935 -2.029575 -1.323011 -0.4984 -0.1871 -0.0020
H 1.209561 -0.684015 -3.521684 0.1815 -0.3460 -0.0727
H 1.564809 0.651523 -2.474432 -0.0085 0.1221 -0.0119
H 2.609615 -0.743271 -2.378351 0.0266 -0.2509 -0.1400
C -1.368587 -1.343503 -6.485861 -0.1197 0.1974 0.0532
O -0.267725 -2.220348 -6.746552 0.0373 0.0737 0.0057
C -0.566429 -3.513719 -6.691131 0.0329 -0.0018 0.0127
O -1.652032 -3.978804 -6.446088 0.3222 0.0188 0.1715
O 0.536178 -4.210431 -6.954451 0.0332 -0.0063 -0.0020
C 0.356140 -5.628328 -6.933432 0.0766 -0.1903 -0.0261
H -0.989398 -0.328993 -6.559521 0.1618 -0.0637 -0.0460
H -2.156055 -1.485183 -7.223617 -0.0343 -0.0801 0.0488
H -1.757666 -1.504299 -5.482178 -0.0622 -0.0931 -0.0362
H -0.365317 -5.935088 -7.688288 -0.0722 0.0234 0.0573
H 0.033737 -5.960094 -5.948252 -0.0936 0.0246 -0.0215
H 1.324061 -6.063999 -7.162171 0.0482 0.1178 -0.0114
C -6.607616 -2.353714 -11.107019 -0.1114 0.0868 -0.1389
O -6.456450 -2.647814 -9.717979 -0.0236 0.0107 0.0090
C -5.356976 -3.345721 -9.422620 -0.0158 0.0155 0.0333
O -4.531266 -3.720039 -10.215496 0.0016 0.0010 -0.0198
O -5.333431 -3.550109 -8.111338 -0.0497 -0.0682 0.0866
C -4.193435 -4.294128 -7.648641 -0.2999 -0.1666 -0.0598
H -7.530981 -1.789856 -11.203107 -0.0148 -0.0087 0.1237
H -5.776412 -1.749332 -11.465408 0.0552 -0.0824 -0.0164
H -6.681954 -3.270584 -11.688773 0.1006 -0.0069 -0.0054
H -3.282396 -3.769539 -7.881209 0.0822 0.0441 -0.1388
H -4.186783 -5.286942 -8.097224 0.0439 0.0430 -0.0672
H -4.291884 -4.384752 -6.573023 -0.0941 0.1278 0.0119
```
Positions in Å, forces in eV/Å.

Its energy is -94050.8865 eV. As for the HOMO energy: -8.554 eV. The strongest force on any atom is 2.307 eV Å⁻¹. As for the molar mass: 817.99 g/mol. The value obtained for the LUMO energy is -0.78 eV. The frontier orbital gap comes out at 7.772 eV. As for the SMILES: CCNc1c(CCCCCCCCCCCCOC)c(CSCC)c2c(c1NCC)C(=O)N(S(=O)(=O)C(F)(F)F)C2=O.COC(=O)OC.COC(=O)OC.